{"formula": "C6H14N2O2", "method": "ωB97M-V/def2-TZVPD", "symbols": ["H", "H", "H", "H", "H", "N", "H", "N", "C", "C", "H", "H", "H", "C", "H", "C", "C", "O", "H", "H", "H", "O", "C", "H"], "coordinates": [[2.17782, 2.98345, 0.38688], [-0.46413, 0.57685, 1.98175], [3.25670, 1.45964, 0.29343], [-2.12394, 0.03652, 2.16100], [-1.03003, -0.27394, 3.47649], [0.42309, 2.03203, -1.34203], [-1.48135, 1.11579, -1.84477], [-0.78027, -1.67975, 0.50744], [-0.39469, 1.31745, -2.29551], [2.29607, 1.87178, 0.29968], [-1.00383, -2.45511, -1.40965], [0.18919, 0.46619, -2.66711], [0.10559, -3.43534, -0.39082], [-1.11073, -0.30421, 2.36757], [-1.65964, -3.32410, -0.32582], [-0.85362, -1.69946, 1.91387], [1.54019, 1.34409, -0.84127], [-0.66276, -2.74415, 2.43437], [0.03512, 2.89912, -0.96802], [1.58060, 1.58232, 1.09481], [-0.50755, 1.53847, -3.26949], [1.81106, 0.30660, -1.28563], [-0.75956, -2.79057, -0.41044], [-0.58333, -0.82367, 0.13325]], "forces_ev_per_a": [[0.86, -0.76, -0.33], [-0.60, -1.97, 0.28], [1.28, -0.39, 0.52], [-0.17, -0.39, -0.22], [0.07, 0.05, -0.62], [-0.06, 0.53, -0.46], [2.42, -0.17, -1.04], [-0.56, -1.26, 1.23], [-1.60, -2.24, 3.35], [-3.18, 2.62, 0.92], [0.98, 0.74, -0.45], [-0.38, -1.03, 1.68], [0.26, -0.08, 0.08], [0.39, 2.16, 2.44], [-1.04, -1.52, 1.08], [0.99, 0.73, -5.30], [-1.98, 3.78, 0.29], [-0.37, -1.43, 2.82], [0.70, -0.57, -0.02], [1.10, -0.43, 0.41], [-0.72, 3.31, -3.27], [1.53, -4.67, -2.00], [-0.31, 0.56, -0.12], [0.40, 2.46, -1.27]], "smiles": "CNC(C)=O.CNC(C)=O", "de_lowest_ev": 2.904, "orbital_gap_ev": 9.82}

***

{"formula": "C30H47N10PRu", "method": "ωB97M-V/def2-TZVPD", "symbols": ["C", "H", "H", "H", "C", "C", "C", "H", "H", "H", "N", "H", "C", "H", "H", "C", "C", "H", "H", "C", "C", "C", "H", "N", "P", "H", "H", "H", "H", "H", "N", "C", "H", "H", "N", "C", "H", "H", "H", "H", "H", "H", "N", "Ru", "H", "H", "C", "H", "H", "C", "H", "N", "H", "C", "C", "C", "C", "H", "H", "C", "H", "H", "H", "H", "N", "H", "C", "H", "H", "C", "H", "H", "C", "N", "C", "H", "H", "C", "C", "C", "H", "H", "N", "C", "C", "N", "H", "C", "C"], "coordinates": [[-2.95071, -0.62337, -2.22316], [-3.55280, -2.22008, -3.58792], [-0.48199, 7.21112, -3.69075], [3.23940, -6.06036, 1.98796], [0.44861, 7.30592, -1.78267], [0.54341, 6.70200, -0.56883], [-2.93061, 1.96295, -0.40952], [0.33747, 3.73250, 1.07240], [1.58639, -2.54037, 5.30891], [-1.64745, 5.57029, -4.46089], [3.76384, 2.64381, -2.04105], [-3.32245, 4.54111, 0.97541], [-2.75038, 0.26445, -3.37433], [-4.12425, -3.86804, -1.74480], [3.65255, 0.19562, -2.70905], [-0.90889, 5.46669, -2.53206], [-4.28341, 1.69535, 0.23767], [0.45257, -2.60432, -2.97479], [-0.87760, 4.99159, 1.51236], [3.14162, -5.91513, 3.06602], [0.09589, 5.39855, -0.30198], [-0.69216, 4.79549, -1.29946], [-3.96169, -2.99249, 0.51832], [2.82596, 0.51710, -2.15848], [1.06012, -3.55583, 3.18094], [3.78911, -1.33111, -0.90792], [-2.83901, 5.48093, -0.39702], [-2.53522, 4.32884, -3.51526], [0.04173, -0.88703, -1.44839], [4.54595, 2.08591, -1.73246], [0.54561, -0.07695, -1.86329], [-3.42049, -2.48157, -0.21360], [0.66530, -3.13127, -1.32735], [3.45756, -2.58008, 3.03714], [2.16540, -1.71125, -2.02105], [3.56966, -4.41854, 4.86649], [-5.06799, 1.55541, -0.52257], [-0.96822, 3.91047, -4.17716], [-1.77901, -0.08913, 1.61502], [-2.77182, 1.36930, -3.15586], [2.44039, -6.74092, 5.52065], [0.85219, 8.24462, -2.10333], [3.63483, -4.57969, 3.40241], [-0.27508, 1.77781, -1.48983], [1.20487, 7.16688, 0.14177], [3.53363, -3.16341, -1.42253], [0.78111, -5.48018, 2.93727], [-1.78337, -0.03787, -3.88387], [4.22866, -5.12378, 5.36316], [2.93257, -3.49103, 2.74896], [1.54340, 3.50644, -2.12117], [-2.11118, 0.97601, -0.75523], [-4.51886, 2.42912, 1.04290], [-0.28548, 6.65040, -2.78364], [-1.53098, 4.74950, -3.76436], [-2.53193, -0.34267, -0.96417], [-3.64426, -2.90119, -1.55113], [0.88638, 5.39364, 1.65610], [1.64521, -3.67232, -2.60503], [3.51412, -2.07379, -1.71508], [-4.39005, 4.41928, -0.46736], [-3.36690, -0.71208, 2.17067], [0.81580, -6.19781, 5.35741], [-4.17845, 0.71803, 0.74834], [2.21275, -4.62856, 5.49772], [3.92775, -3.39721, 5.21299], [-2.45036, -0.96389, 1.55697], [0.81771, -5.53422, 1.78062], [4.15066, -1.89243, -2.58689], [-2.76359, -1.19886, 0.11704], [0.23019, -3.84994, 5.45226], [2.97244, -3.58371, 1.68051], [1.27379, -3.61700, 5.02944], [1.82938, -6.23123, 3.57388], [1.83851, -5.99466, 5.05442], [3.89608, -6.58321, 3.63063], [-2.02583, -1.86297, 2.00546], [1.79195, -0.44077, -2.02023], [0.12944, 4.81499, 1.07712], [2.56822, 1.86436, -2.03814], [-3.55057, 0.04577, -4.09941], [-0.20508, -5.59581, 3.37054], [1.46133, 2.52726, -2.06012], [-3.28669, 4.46071, -0.12037], [-2.50032, 3.34089, -0.62930], [-1.27521, 3.51100, -1.11042], [3.71114, 3.40033, -1.37079], [-3.40281, -1.94752, -2.52867], [1.19049, -2.79679, -2.17515]], "forces_ev_per_a": [[-0.28, -2.91, -1.62], [-0.13, 0.37, 0.61], [0.19, -0.40, -0.23], [-0.21, -0.14, 0.14], [-1.25, -0.68, -1.75], [1.74, -0.60, 0.85], [-0.77, -3.02, 0.44], [0.08, 0.34, 0.22], [-0.46, -1.82, 0.12], [-0.21, -0.47, -0.65], [-1.86, -1.96, 0.83], [-0.01, -0.66, -0.04], [0.57, 0.81, -1.46], [0.32, 0.48, -0.07], [-0.69, 0.78, 0.83], [0.32, -2.77, -1.27], [1.01, -0.71, 0.46], [0.16, 0.59, 0.48], [0.69, -0.22, 0.14], [3.23, -2.61, 0.08], [-1.49, 0.15, -0.58], [0.63, 1.52, -0.65], [0.02, -1.04, 1.56], [-1.69, -0.96, -0.27], [-0.33, -0.03, 0.41], [0.48, -1.47, -0.51], [-0.69, -1.61, -0.03], [0.49, 0.44, -0.29], [-0.19, 0.83, -0.69], [0.51, -0.11, -0.36], [-1.04, 0.13, 1.22], [1.06, 2.70, -1.76], [-0.47, 0.06, 1.59], [-0.58, 0.32, 0.15], [-1.62, -0.14, -0.28], [0.79, 1.58, 2.16], [0.05, 0.42, 0.26], [0.41, 0.28, 0.00], [-0.01, -0.48, 0.47], [0.08, -1.01, -0.29], [0.81, -0.31, 0.27], [0.44, 0.47, 0.67], [-2.85, 0.74, 1.17], [-1.34, -1.46, -0.26], [-0.18, 0.17, 0.59], [0.29, 1.46, -0.17], [1.37, 1.92, -2.17], [-0.90, 0.69, 0.36], [0.14, -0.28, -0.29], [0.39, -0.95, 0.40], [0.39, 1.62, 0.03], [0.53, 4.39, -0.13], [-0.05, -0.28, -1.01], [-0.11, 1.57, 0.77], [-1.19, 0.49, 1.76], [-0.86, -0.76, 2.33], [0.03, 1.31, 1.39], [-0.62, -0.82, -0.07], [0.85, -0.24, 0.10], [1.12, 0.26, 0.90], [1.71, 0.03, 0.49], [0.85, -0.27, -0.68], [-0.14, 0.06, 0.31], [-0.27, 0.52, -0.37], [1.11, -0.63, -2.09], [-0.42, -1.08, -0.86], [-0.65, 1.16, 0.46], [-0.33, -0.66, 1.93], [0.23, -0.44, 0.15], [-1.72, -3.69, -0.93], [1.50, 0.57, -0.34], [0.22, -0.25, -0.65], [-1.09, 1.07, 0.16], [0.06, 2.01, 0.92], [-1.69, 0.15, -0.22], [-1.28, 0.60, -1.22], [0.21, 0.31, -0.01], [1.27, -0.14, -0.48], [0.25, 0.70, 0.26], [4.78, 2.21, -0.99], [0.38, 0.41, 0.08], [-0.15, -0.51, -0.10], [-1.37, -2.08, 0.52], [-1.53, 2.44, -0.88], [2.65, 1.51, 0.51], [-1.48, -1.15, 0.43], [-0.17, 0.65, -0.38], [0.38, 0.36, -0.49], [-0.44, 0.14, -2.36]], "s_squared": 6.0289, "de_lowest_ev": 0.000, "total_charge": 4, "multiplicity": 5, "orbital_gap_ev": [5.91, 4.10]}